*P*
Formula: C5H10NS
Source: the Open Molecules 2025 dataset
Level of theory: the ωB97M-V functional and the def2-TZVPD basis

Each line ends with the natural charge from an NBO analysis.
Element x y z (Å)
C -1.71006 0.83710 -0.03582  0.0203
C -1.75153 2.07567 0.30360  -0.4457
C 0.72203 -1.25244 0.42111  -0.2746
C -0.76525 -1.71586 0.66093  -0.5011
C 1.65259 0.49031 -1.15186  -0.4213
N 0.84650 0.15997 -0.00474  -0.6084
S -1.88401 -0.70584 -0.46951  0.5892
H -2.62254 2.66066 0.59167  0.3056
H -0.98550 2.87535 0.19237  0.3022
H 1.12382 -1.47829 1.50189  0.2464
H 1.16714 -2.08225 -0.18957  0.2416
H -0.95992 -2.78843 0.23030  0.2676
H -1.32139 -1.65409 1.65618  0.2635
H 1.85064 1.57986 -1.13225  0.2233
H 2.53005 -0.15502 -1.25477  0.2129
H 0.90938 0.43678 -2.04119  0.1962
H 1.19805 0.71651 0.72166  0.3822

Calculated values
* HOMO level (spin up / spin down): -0.4953 / -0.4953 Ha
* net charge: +1
* frontier orbital gap (spin up / spin down): 0.297 / 0.297 hartree



*Q*
Formula: C5H10NS
Source: the Open Molecules 2025 dataset
Level of theory: the ωB97M-V functional and the def2-TZVPD basis

Each line ends with the natural charge from an NBO analysis.
Element x y z (Å)
C 0.34516 0.36754 -0.54977  -0.3548
C 0.32323 1.85940 -0.81372  -0.5024
C -1.03999 0.15895 -0.97363  0.1102
C -2.02674 -0.96654 -1.05271  -0.6922
C 0.39915 -0.11502 0.96835  -0.1584
N 1.56241 0.35268 1.54632  -0.8062
S -1.45362 1.72751 -1.17976  0.6193
H 1.20853 -0.08047 -1.10373  0.2720
H 0.94197 2.33577 -1.62104  0.2770
H -2.99824 -0.68019 -0.91915  0.2571
H -1.72816 -1.75384 -0.42445  0.2594
H -2.00959 -1.37933 -2.11242  0.2934
H 0.40205 -1.13846 0.89522  0.2019
H 0.36611 2.50607 0.08175  0.2504
H -0.49886 0.30876 1.54713  0.2105
H 1.56983 1.24237 2.05983  0.3957
H 2.30908 0.24540 0.87232  0.3671

Calculated values
* HOMO level: -0.4874 Ha
* net charge: +1
* frontier orbital gap: 0.288 hartree



It is *P* that is the least stable of them.



*P*
Formula: C16H17N
Source: the Open Molecules 2025 dataset
Level of theory: the ωB97M-V functional and the def2-TZVPD basis

Each line ends with the Mulliken spin population.
Element x y z (Å)
C -0.06158 0.47492 -3.59914  0.0000
C -1.44055 0.64612 -1.52551  0.0014
C -1.17841 1.07318 -2.83151  0.0012
C -2.56509 1.01078 -0.77041  -0.0016
C -3.41206 1.98251 -1.31033  0.0000
C -1.90493 2.19164 -3.26183  0.0001
C -2.95391 2.59726 -2.47440  0.0000
H -0.66974 0.08398 -0.99467  -0.0018
H -2.83301 0.48317 0.13522  0.0008
H -0.05612 -0.57332 -3.90346  0.0000
H 0.91164 0.64163 -3.13997  0.0000
H -4.35929 2.24590 -0.87648  0.0000
H -1.69746 2.71871 -4.18012  0.0000
H -3.60635 3.39930 -2.81451  0.0000
H -0.07115 0.89466 -4.61997  0.0000
C -1.00371 -2.25885 1.39753  -0.0035
C 1.15558 -0.91019 1.71343  -0.0105
C 0.44343 -2.11388 1.69003  0.2156
C 2.51438 -1.24210 2.06404  0.0531
C 1.34506 -3.16398 1.98549  0.2668
C 0.78046 0.47103 1.72401  0.1628
C 1.74607 1.39250 2.00459  -0.0543
C 3.04287 1.00404 2.30546  0.1598
C 3.48354 -0.31012 2.35712  0.0343
N 2.53611 -2.63636 2.27295  0.1062
H -0.22306 0.68758 1.37703  0.0253
H 1.58466 2.46157 1.99519  -0.0004
H 3.75441 1.78474 2.55785  0.0063
H -1.23341 -3.10365 0.73844  0.0098
H -1.34815 -1.44674 0.75003  0.0041
H 1.15133 -4.22379 2.02519  0.0069
H 3.37547 -3.19606 2.40977  -0.0067
H 4.45655 -0.75212 2.53664  -0.0031
H -1.66357 -2.31405 2.26230  0.0275

Calculated values
* HOMO level (spin up / spin down): -0.4110 / -0.4110 Ha
* net charge: +1
* frontier orbital gap (spin up / spin down): 0.275 / 0.158 hartree
* multiplicity: 2



*Q*
Formula: C16H17N
Source: the Open Molecules 2025 dataset
Level of theory: the ωB97M-V functional and the def2-TZVPD basis

Each line ends with the Mulliken spin population.
Element x y z (Å)
C -0.30046 1.75463 2.04640  0.0313
C 1.38755 0.81902 0.30668  -0.0166
C 0.34485 1.74880 0.73625  0.2137
C 1.48249 1.01478 -1.11678  -0.0138
C 0.06665 2.56856 -0.33432  0.2368
C 2.21734 -0.01533 0.99598  0.1747
C 2.42924 0.26441 -1.80056  0.0720
C 3.17567 -0.73447 0.24478  -0.0226
C 3.28392 -0.63981 -1.11358  0.0755
N 0.61559 2.01634 -1.47608  0.1837
H 2.03683 -0.14888 2.05240  0.0026
H -1.11916 1.03817 1.91374  0.0381
H -0.90037 2.62467 2.31436  0.0039
H -0.57132 3.41715 -0.50148  -0.0046
H 0.88834 2.64396 -2.21897  -0.0034
H 2.50284 0.37280 -2.87631  0.0002
H 3.87819 -1.38873 0.75090  -0.0006
H 3.94636 -1.24995 -1.70653  0.0038
H 0.28284 1.31991 2.85802  0.0082
C -1.20898 -3.47572 0.67371  0.0014
C -1.97193 -0.33508 -1.25941  0.0153
C -1.44095 -1.54841 -0.86099  -0.0083
C -2.72332 0.39053 -0.34815  -0.0055
C -1.63992 -2.10611 0.41879  0.0083
C -2.74471 0.01093 1.00480  -0.0118
C -2.23474 -1.24520 1.33039  0.0052
H -1.89268 -0.10848 -2.31710  0.0055
H -1.01427 -2.18802 -1.62690  0.0000
H -3.15685 1.35658 -0.59071  0.0043
H -3.45247 0.46020 1.68265  0.0014
H -0.28840 -3.75263 0.14548  0.0001
H -1.86438 -4.26001 0.25640  0.0004
H -2.38312 -1.50835 2.37490  0.0006
H -1.16659 -3.79136 1.72082  0.0001

Calculated values
* HOMO level (spin up / spin down): -0.4364 / -0.4362 Ha
* net charge: +1
* frontier orbital gap (spin up / spin down): 0.310 / 0.182 hartree
* multiplicity: 2



It is *Q* that is the least stable of them.